C9H74NO29 | ωB97M-V/def2-TZVPD

The strongest force on any atom comes out at 0.0508 Eh/bohr. Its frontier orbital gap (alpha / beta) is 0.078 / 0.208 Eh. Its spin multiplicity is 2. As for the charge: -2. The calculation puts the LUMO energy (alpha / beta) at 3.4 / 3.3 eV.

Bonds (Å) are listed after each position.
Atoms and positions in Å:
1 H 0.387 4.530 -2.127  O79 0.957
2 H -2.038 -2.600 -1.137  C105 1.090
3 O 3.236 4.221 -2.861  H49 0.957, H51 0.957
4 H 2.051 -1.284 -3.865  O13 0.957
5 H -0.847 1.547 1.958  C6 1.090
6 C -0.327 0.709 1.495  H5 1.090, C14 1.575, H33 1.090, C58 1.561
7 O 0.493 0.258 -2.248  N78 1.459
8 H 4.059 -3.514 0.075  O19 0.957
9 H -0.095 -6.105 -1.478  O74 0.957
10 H -2.456 -0.849 -0.805  C105 1.090
11 H -1.717 5.249 -1.738  O95 0.957
12 O 2.361 5.764 0.972  H23 0.957, H42 0.957
13 O 1.896 -1.706 -4.710  H4 0.957, H84 0.957
14 C -0.110 1.148 -0.002  C6 1.575, N78 1.493, C89 1.535, C91 1.575
15 H -1.667 2.311 4.162  O104 0.957
16 O 2.408 2.441 3.096  H47 0.957, H94 0.957
17 H 1.893 1.237 -3.244  O21 0.957
18 H 2.184 -0.417 -1.448  O22 0.957
19 O 4.975 -3.607 -0.188  H8 0.957, H27 0.957
20 H -1.813 -1.415 -2.372  C105 1.090
21 O 2.373 1.754 -3.891  H17 0.957, H55 0.957
22 O 3.114 -0.546 -1.259  H18 0.957, H25 0.957
23 H 2.999 5.058 1.083  O12 0.957
24 O 4.657 2.802 -0.717  H69 0.957, H103 0.957
25 H 3.160 -0.586 -0.304  O22 0.957
26 O -3.558 -3.916 2.797  H30 0.957, H92 0.957
27 H 5.343 -4.228 0.442  O19 0.957
28 H 3.045 -1.835 1.913  O82 0.957
29 H -0.138 -7.183 -0.416  O74 0.957
30 H -2.910 -4.260 2.182  O26 0.957
31 H -0.339 -5.025 0.917  O38 0.957
32 H -1.510 -2.739 -5.101  O75 0.957
33 H 0.542 0.492 2.116  C6 1.090
34 H -1.496 1.069 -4.265  O64 0.957
35 O -1.207 -0.045 5.568  H50 0.957, H56 0.957
36 O -0.237 3.094 -3.056  H66 0.957, H71 0.957
37 O -0.453 5.768 0.315  H43 0.957, H112 0.957
38 O 0.034 -5.340 1.740  H31 0.957, H70 0.957
39 H 2.449 -0.445 1.976  O82 0.957
40 H 2.947 -4.704 2.616  O87 0.957
41 H 2.104 1.563 -0.003  C89 1.090
42 H 1.555 5.422 1.358  O12 0.957
43 H -1.300 6.213 0.319  O37 0.957
44 H -3.419 4.737 0.019  O108 0.957
45 H -4.493 5.747 0.363  O108 0.957
46 H 1.062 2.728 0.845  C89 1.090
47 H 1.814 3.159 3.316  O16 0.957
48 H -0.418 -3.638 4.425  O83 0.957
49 H 3.880 3.940 -2.211  O3 0.957
50 H -0.737 -0.785 5.184  O35 0.957
51 H 2.875 3.407 -3.210  O3 0.957
52 C -0.579 -1.683 0.910  C58 1.548, H77 1.090, C97 1.595, H110 1.090
53 H 4.326 3.316 0.820  O107 0.957
54 H 1.551 -2.459 -0.421  C73 1.090
55 H 2.652 1.116 -4.548  O21 0.957
56 H -2.132 -0.256 5.442  O35 0.957
57 O -1.431 -5.033 -2.484  H68 0.957, H99 0.957
58 C -1.196 -0.557 1.776  C6 1.561, C52 1.548, H111 1.090, H113 1.090
59 H -0.401 0.031 -4.137  O64 0.957
60 H -2.934 -5.650 0.488  O76 0.957
61 H -2.636 -4.560 -0.520  O76 0.957
62 H 1.176 2.612 -0.942  C89 1.090
63 H -4.028 -0.171 2.428  O85 0.957
64 O -1.037 0.388 -4.757  H34 0.957, H59 0.957
65 H 0.943 -2.471 -2.112  C73 1.090
66 H -0.005 2.277 -2.615  O36 0.957
67 H -4.194 -2.376 0.418  O106 0.957
68 H -0.958 -4.284 -2.846  O57 0.957
69 H 5.535 2.425 -0.666  O24 0.957
70 H 0.117 -6.286 1.620  O38 0.957
71 H -1.153 2.977 -3.311  O36 0.957
72 H -3.006 4.637 -2.245  O95 0.957
73 C 0.670 -2.533 -1.059  H54 1.090, H65 1.090, H93 1.090, C97 1.585
74 O 0.277 -6.957 -1.248  H9 0.957, H29 0.957
75 O -0.774 -3.268 -4.793  H32 0.957, H88 0.957
76 O -2.474 -4.816 0.388  H60 0.957, H61 0.957
77 H 0.294 -2.029 1.463  C52 1.090
78 N 0.172 -0.042 -0.857  O7 1.459, C14 1.493, C97 1.519
79 O 0.692 5.433 -2.037  H1 0.957, H90 0.957
80 H -1.508 -2.695 3.958  O83 0.957
81 H 3.609 3.216 2.149  O107 0.957
82 O 3.268 -0.910 1.806  H28 0.957, H39 0.957
83 O -1.125 -3.078 4.748  H48 0.957, H80 0.957
84 H 2.337 -1.140 -5.344  O13 0.957
85 O -4.468 0.236 3.175  H63 0.957, H101 0.957
86 H 1.743 -4.030 1.992  O87 0.957
87 O 2.687 -3.931 2.115  H40 0.957, H86 0.957
88 H -0.073 -2.636 -4.635  O75 0.957
89 C 1.130 2.053 -0.008  C14 1.535, H41 1.090, H46 1.090, H62 1.090
90 H 0.377 5.708 -1.176  O79 0.957
91 C -1.391 1.955 -0.435  C14 1.575, H96 1.090, H100 1.090, H109 1.090
92 H -3.996 -3.213 2.316  O26 0.957
93 H 0.274 -3.529 -0.864  C73 1.090
94 H 2.685 2.091 3.943  O16 0.957
95 O -2.668 5.353 -1.706  H11 0.957, H72 0.957
96 H -1.380 3.004 -0.139  C91 1.090
97 C -0.400 -1.435 -0.656  C52 1.595, C73 1.585, N78 1.519, C105 1.523
98 H -1.302 3.350 5.201  O104 0.957
99 H -2.351 -4.852 -2.677  O57 0.957
100 H -1.641 1.810 -1.486  C91 1.090
101 H -4.864 1.030 2.816  O85 0.957
102 H -5.260 -1.306 0.318  O106 0.957
103 H 4.083 2.052 -0.877  O24 0.957
104 O -1.803 3.230 4.395  H15 0.957, H98 0.957
105 C -1.779 -1.553 -1.291  H2 1.090, H10 1.090, H20 1.090, C97 1.523
106 O -4.734 -1.793 0.952  H67 0.957, H102 0.957
107 O 4.183 3.788 1.640  H53 0.957, H81 0.957
108 O -4.183 4.868 0.581  H44 0.957, H45 0.957
109 H -2.264 1.492 0.025  C91 1.090
110 H -1.325 -2.470 1.018  C52 1.090
111 H -1.189 -0.770 2.845  C58 1.090
112 H -0.506 5.145 1.039  O37 0.957
113 H -2.243 -0.415 1.509  C58 1.090


C3H23N3O6 | ωB97M-V/def2-TZVPD

The strongest force on any atom comes out at 0.0584 Eh/bohr. As for the SMILES: NCCNCN.O.O.O.O.O.O. Its frontier orbital gap is 0.360 Eh. The calculation puts the LUMO energy at 0.5 eV. The relative energy (zero: lowest compared OMol25 entry of this formula, charge and spin) is 42.3 kcal/mol.

Bonds (Å) are listed after each position.
Atoms and positions in Å:
1 H 1.039 -1.329 0.692  O26 0.984
2 N -3.094 -2.104 0.619  H21 1.004, C24 1.455, H31 1.001
3 H -1.050 -3.302 -0.916  C7 1.094
4 C -1.013 -0.623 -2.933  H9 1.103, N32 1.441, H33 1.131, N34 1.469
5 H 4.145 0.431 -1.220  O18 0.960
6 H 0.340 -2.062 -2.475  N32 1.015
7 C -1.467 -2.382 -1.336  H3 1.094, H20 1.105, C24 1.551, N32 1.457
8 H 2.628 0.591 -0.942  O18 0.982
9 H -1.959 -0.978 -3.372  C4 1.103
10 H -3.127 -0.954 -1.011  C24 1.104
11 O 0.728 2.949 2.237  H19 0.966, H35 0.950
12 H 0.638 -1.067 -0.760  O26 0.991
13 H -1.595 -0.721 -0.006  C24 1.127
14 O 0.780 -0.652 2.681  H28 0.952, H30 0.955
15 H 2.382 2.118 2.113  O17 0.975
16 H 3.456 1.374 1.516  O17 1.013
17 O 3.310 1.935 2.347  H15 0.975, H16 1.013
18 O 3.461 1.091 -1.085  H5 0.960, H8 0.982
19 H -0.069 2.938 1.690  O11 0.966
20 H -2.191 -2.650 -2.127  C7 1.105
21 H -4.002 -2.472 0.401  N2 1.004
22 O -1.542 2.004 1.188  H25 0.954, H27 0.954
23 H -0.909 1.472 -3.026  N34 1.036
24 C -2.330 -1.459 -0.437  N2 1.455, C7 1.551, H10 1.104, H13 1.127
25 H -2.419 1.842 1.526  O22 0.954
26 O 1.427 -1.034 -0.162  H1 0.984, H12 0.991
27 H -1.502 1.990 0.234  O22 0.954
28 H 1.461 -1.026 3.231  O14 0.952
29 H -0.366 0.940 -1.647  N34 0.994
30 H 1.005 0.092 2.125  O14 0.955
31 H -2.521 -2.834 0.994  N2 1.001
32 N -0.455 -1.606 -2.040  C4 1.441, H6 1.015, C7 1.457
33 H -0.472 -0.455 -3.912  C4 1.131
34 N -1.053 0.717 -2.331  C4 1.469, H23 1.036, H29 0.994
35 H 0.657 3.093 3.173  O11 0.950


C3H7NO2 | ωB97M-V/def2-TZVPD

The strongest force on any atom comes out at 0.0078 Eh/bohr. As for the SMILES: CCOC(N)=O. Its frontier orbital gap is 0.417 Eh. The calculation puts the LUMO energy at 0.9 eV. The relative energy (zero: lowest compared OMol25 entry of this formula, charge and spin) is 3.5 kcal/mol.

Bonds (Å) are listed after each position.
Atoms and positions in Å:
1 H -0.950 -0.374 -1.561  C12 1.096
2 N 2.530 0.390 0.224  C6 1.363, H10 1.006, H11 1.006
3 O 0.342 0.348 -0.133  C6 1.351, C12 1.432
4 C -2.021 0.389 0.165  H7 1.094, H9 1.094, C12 1.514, H13 1.095
5 O 1.489 -1.619 -0.100  C6 1.212
6 C 1.452 -0.412 -0.006  N2 1.363, O3 1.351, O5 1.212
7 H -2.086 1.415 -0.208  C4 1.094
8 H -0.784 -1.381 -0.111  C12 1.092
9 H -1.899 0.426 1.252  C4 1.094
10 H 3.376 -0.058 0.531  N2 1.006
11 H 2.374 1.352 0.476  N2 1.006
12 C -0.862 -0.352 -0.469  H1 1.096, O3 1.432, C4 1.514, H8 1.092
13 H -2.961 -0.124 -0.060  C4 1.095